# 1
# C4H12NOS

2 unconnected molecules or ions with the total composition C4H12NOS in a non-equilibrium geometry (ωB97M-V with the def2-TZVPD basis set, the Open Molecules 2025 dataset).

Atoms and positions in Å:
C: 2.22409 -0.30850 -1.07908
C: 2.82593 0.42973 1.08849
C: -2.88565 0.42922 1.20909
C: -1.71381 -0.83574 -0.95724
N: 1.96185 0.30353 0.19441
O: -0.50883 1.08184 0.44910
S: -1.25653 -0.21449 0.70609
H: 1.59811 0.11652 -1.94246
H: 3.21329 -0.32443 -1.39130
H: 1.94365 -1.39625 -1.05737
H: 2.63611 0.89152 2.01852
H: 3.86639 0.32367 0.96130
H: 0.88667 0.66319 0.21103
H: -2.98396 0.76896 2.24445
H: -3.50202 -0.28241 0.82729
H: -2.96206 1.30032 0.65486
H: -1.12357 -1.70130 -1.23609
H: -1.49066 -0.03423 -1.75325
H: -2.72900 -1.21113 -1.14784

Atoms 1-6, force components in eV/Å:
-2.4 -1.4 -2.0
0.2 1.3 0.5
2.4 0.5 1.2
0.1 0.8 -1.8
-1.2 -0.1 -1.3
1.1 -0.1 -0.4

- Total charge: +1
- Relative energy (zero: lowest compared OMol25 entry of this formula, charge and spin): 50.48 kcal per mole
- HOMO energy: -13.66 eV
- HOMO-LUMO gap: 9.592 eV

=====

# 2
# C30H52O24

10 unconnected molecules or ions with the total composition C30H52O24 in a non-equilibrium geometry (ωB97M-V with the def2-TZVPD basis set, the Open Molecules 2025 dataset).

Atoms and positions in Å:
C: -18.76958 -28.56765 35.34139
C: -19.80203 -27.93954 34.45179
C: -19.35915 -26.82392 33.50711
O: -20.06902 -27.08645 32.30468
C: -20.65206 -28.32053 32.37352
O: -21.32867 -28.78368 31.52002
O: -20.32052 -28.92103 33.53484
H: -18.42692 -27.84615 36.08610
H: -17.90072 -28.90133 34.77700
H: -19.22351 -29.37337 35.91680
H: -20.64659 -27.61046 35.06826
H: -18.27871 -26.74895 33.39140
H: -19.71091 -25.86915 33.90343
C: -21.23206 -35.57566 32.92496
C: -20.43437 -35.10497 34.11406
C: -19.29294 -36.02640 34.50749
O: -18.24200 -35.16034 34.91302
C: -18.51165 -33.93007 34.42929
O: -17.79883 -32.97754 34.54111
O: -19.70601 -33.88477 33.81433
H: -21.75159 -36.52180 33.08126
H: -20.51149 -35.79509 32.13585
H: -21.95975 -34.83451 32.60457
H: -21.03603 -34.86531 34.99466
H: -18.94225 -36.66398 33.69162
H: -19.68608 -36.72401 35.25034
C: -11.76831 -35.83599 34.64585
C: -13.19468 -35.39632 34.70178
C: -13.52283 -34.35929 33.61901
O: -14.58122 -34.96617 32.85055
C: -14.89621 -36.15621 33.37172
O: -15.78533 -36.86036 32.99897
O: -14.08317 -36.47308 34.40470
H: -11.53809 -36.73551 35.22542
H: -11.08229 -35.05902 34.98144
H: -11.49078 -36.14112 33.63103
H: -13.43539 -34.99300 35.68521
H: -12.71892 -34.06845 32.94663
H: -13.93398 -33.44626 34.04186
C: -16.91220 -33.24367 30.33016
C: -16.88365 -34.74523 30.33486
C: -18.01268 -35.40828 31.12403
O: -18.33870 -36.56349 30.35921
C: -17.76541 -36.46562 29.12690
O: -17.90525 -37.26402 28.25893
O: -17.05583 -35.32116 29.03176
H: -16.12493 -32.85070 29.69291
H: -16.81853 -32.85500 31.34352
H: -17.88908 -32.89735 29.97848
H: -15.93871 -35.12184 30.73367
H: -18.86932 -34.73454 31.23443
H: -17.72758 -35.74424 32.11884
C: -11.80357 -32.64569 37.59637
C: -12.33972 -31.55118 36.70031
C: -11.40896 -30.34371 36.49835
O: -10.87880 -30.52363 35.17299
C: -11.70572 -31.34761 34.50226
O: -11.75097 -31.47691 33.32257
O: -12.47128 -32.05294 35.36572
H: -11.24306 -32.22129 38.43514
H: -11.00010 -33.18083 37.07661
H: -12.53549 -33.36245 37.95368
H: -13.29189 -31.17242 37.07770
H: -10.62087 -30.22874 37.23550
H: -11.98981 -29.42043 36.44242
C: -17.74728 -32.54649 37.70398
C: -16.27438 -32.53769 38.02244
C: -15.85958 -32.06974 39.39656
O: -15.15942 -33.16960 39.95938
C: -14.93640 -34.10586 38.99219
O: -14.16225 -34.99768 39.10407
O: -15.69838 -33.85869 37.90282
H: -18.04595 -31.66615 37.13181
H: -18.37424 -32.58908 38.59876
H: -18.02814 -33.38366 37.07044
H: -15.72677 -31.95217 37.27944
H: -16.72566 -31.83511 40.02449
H: -15.27766 -31.14857 39.35849
C: -18.92163 -27.88274 40.15052
C: -17.65469 -27.45723 39.47035
C: -16.40155 -27.66297 40.33120
O: -15.45472 -28.25265 39.46338
C: -16.08824 -28.69933 38.35456
O: -15.55522 -29.39039 37.54385
O: -17.37929 -28.35396 38.33934
H: -18.98893 -27.36797 41.11646
H: -18.92783 -28.94223 40.40479
H: -19.81524 -27.62505 39.58687
H: -17.73207 -26.47525 39.00761
H: -16.62344 -28.30477 41.18732
H: -16.10952 -26.70680 40.76885
C: -15.48537 -26.78255 35.02790
O: -16.21194 -25.97765 34.10502
H: -15.66323 -26.44656 36.05786
H: -15.80751 -27.81441 34.92882
H: -14.40341 -26.73654 34.87609
H: -15.73082 -25.14948 34.02701
C: -15.31829 -30.37912 34.05695
O: -15.52385 -31.64045 33.44541
H: -15.58762 -30.40690 35.12032
H: -14.28157 -30.09858 33.90100
H: -16.01181 -29.64504 33.62745
H: -16.44734 -31.90777 33.51050
O: -13.90867 -31.36839 30.60347
H: -13.42088 -32.19266 30.52664
H: -14.01250 -31.24139 31.55361

Atoms 1-6, force components in eV/Å:
0.1 0.3 0.3
-0.3 -0.2 -0.1
-0.2 0.5 0.8
-0.1 -0.4 -0.1
0.5 0.5 0.0
-0.1 -0.2 -0.1

- Total charge: 0
- Relative energy (zero: lowest compared OMol25 entry of this formula, charge and spin): 0.00 kcal per mole
- HOMO energy: -10.17 eV
- HOMO-LUMO gap: 9.946 eV

=====

# 3
# C6H14CuNO6PS

A molecular structure, C6H14CuNO6PS in a non-equilibrium geometry (ωB97M-V with the def2-TZVPD basis set, the Open Molecules 2025 dataset).

Atoms and positions in Å:
N: 1.18921 4.48940 1.22357
C: 0.10649 4.00670 0.48187
C: 0.39522 2.68461 -0.47221
O: -0.80368 2.13943 -1.12586
P: -1.03989 0.44794 -0.78431
O: -0.97777 0.23879 0.78121
O: -0.05635 -0.64217 -1.71838
C: 1.35195 -0.63653 -1.29660
C: 1.64160 -1.50059 0.09394
C: 3.11592 -2.21705 0.13394
S: 3.54068 -2.71192 1.91869
O: -2.71966 0.09647 -1.24517
C: -3.09544 -1.20850 -0.63868
O: -3.88940 -0.97141 0.61232
O: -3.48902 -1.91506 1.44921
H: 2.04329 3.89761 1.03861
H: -0.93196 4.55774 0.52485
H: 1.09537 3.08505 -1.35289
H: 0.97615 1.86485 0.14012
H: 1.95188 -1.22332 -2.14699
H: 1.84746 0.44173 -1.27126
H: 0.76653 -2.28206 0.25108
H: 1.62237 -0.71527 0.99204
H: 3.98030 -1.50125 -0.21203
H: 3.06124 -3.17933 -0.53467
H: 2.41906 -2.50686 2.75678
H: -3.75913 -1.88046 -1.34163
H: -2.15674 -1.85296 -0.30689
H: -3.49630 -1.53619 2.38875
Cu: -4.68940 0.53060 -0.33940

Atoms 1-6, force components in eV/Å:
-4.8 -2.6 -3.7
4.2 0.7 2.3
1.7 1.6 0.1
-0.4 -4.2 0.3
0.0 1.1 4.3
0.3 0.2 -5.6

- Multiplicity: 2
- Total charge: +2
- HOMO energy (alpha / beta): -15.12 / -15.12 eV
- HOMO-LUMO gap (alpha / beta): 7.917 / 3.794 eV

=====

# 4
# C23H37N3O

A molecular structure, C23H37N3O in a non-equilibrium geometry (ωB97M-V with the def2-TZVPD basis set, the Open Molecules 2025 dataset).

Atoms and positions in Å:
C: 6.97512 0.76558 0.01566
H: 6.93790 0.66104 -1.14680
H: 8.04153 1.33672 0.08392
H: 7.00748 -0.26170 0.34348
C: 5.82427 1.42505 0.40277
N: 4.42266 0.90504 0.55493
C: 3.92607 0.46490 -0.64293
H: 4.21497 1.40881 -1.64428
C: 2.45422 0.37827 -0.86329
H: 2.19558 0.02577 -1.77290
H: 1.95635 1.47825 -0.45040
C: 2.08499 -0.66146 0.14199
N: 0.81728 -1.32323 0.25093
C: -0.13506 -0.01026 0.72638
C: -0.96215 0.42251 -0.63158
N: -1.67736 -0.70684 -1.03981
C: -0.55659 -1.73300 -1.63322
H: -1.12141 -2.45367 -2.11895
C: 0.41775 -2.03344 -0.63878
H: 1.15911 -2.49839 -0.98194
C: -0.34176 -3.37192 0.05629
C: -1.59146 -3.04657 1.25466
H: -1.74921 -3.99140 1.60011
O: -2.69964 -2.61617 0.65663
H: -2.39286 -1.69608 -0.27106
H: -1.07495 -2.45377 1.90588
H: 0.51520 -4.00739 0.73241
H: -0.56445 -3.92211 -0.65072
H: -0.03727 -1.08005 -2.31210
C: -2.50388 -0.27642 -2.12970
C: -3.66900 0.65064 -1.66149
C: -4.55156 -0.01479 -0.85050
C: -5.60465 0.72178 -0.05214
C: -6.27710 -0.07938 0.98488
C: -7.34765 0.57418 1.66991
C: -7.74310 2.07968 1.29318
C: -7.15857 2.52115 0.00953
C: -6.12412 1.94586 -0.20965
H: -5.69346 2.47620 -1.30152
H: -7.66797 3.60515 -0.05126
H: -8.53522 2.26373 1.92737
H: -7.91805 0.20884 2.74019
H: -5.98706 -0.95905 1.35872
H: -4.41676 -1.15765 -0.39155
H: -3.88092 1.62792 -2.00619
H: -2.76759 -1.20434 -2.69888
H: -1.93998 0.25901 -2.92358
H: -1.58509 0.98301 -0.10410
H: -0.26470 1.07214 -1.30811
H: 0.24021 0.79204 1.21796
H: -0.85094 -0.44359 1.36421
C: 2.79760 -0.30438 1.54805
H: 2.48417 0.62440 1.86118
H: 2.66664 -1.22429 2.42592
C: 4.38679 -0.14725 1.57176
H: 4.72235 0.32241 2.63102
H: 4.75245 -1.07499 1.07985
H: 2.64588 -1.65542 -0.01707
H: 4.54094 -0.23610 -1.13649
C: 5.90788 2.98606 0.22206
H: 4.95527 3.46790 0.20477
H: 5.76512 2.93902 -1.06341
H: 6.70601 3.55595 0.13941
H: 5.86975 1.69609 1.72843

Atoms 1-6, force components in eV/Å:
4.8 -1.8 -4.6
0.0 0.1 1.4
-2.8 -1.3 0.6
0.5 -0.3 0.4
-2.9 6.7 9.4
3.6 1.6 0.9

- Total charge: 0
- Relative energy (zero: lowest compared OMol25 entry of this formula, charge and spin): 534.27 kcal per mole
- HOMO energy: -7.70 eV
- HOMO-LUMO gap: 7.863 eV

=====

# 5
# C6H7N

C6H7N in the gas phase in a non-equilibrium geometry (ωB97M-V with the def2-TZVPD basis set, the Open Molecules 2025 dataset).

Atoms and positions in Å:
N: 2.59410 -1.56369 1.22890
C: 1.74592 -0.83201 0.93867
C: 0.66832 0.09195 0.57250
C: -0.75133 -0.46310 0.86746
C: -1.56916 0.13999 -0.24850
C: -0.80845 0.64545 -1.21660
C: 0.66364 0.47313 -0.93218
H: 0.80996 1.00385 1.16186
H: -0.77143 -1.55963 0.82188
H: -1.09712 -0.17948 1.86625
H: -2.65446 0.11032 -0.25358
H: -1.17534 1.09234 -2.13630
H: 1.08749 -0.33172 -1.54659
H: 1.25787 1.37261 -1.12377

Atoms 1-6, force components in eV/Å:
-0.8 0.7 -0.3
0.7 -0.6 0.3
0.0 0.0 0.0
0.0 0.0 0.0
0.1 0.1 -0.1
-0.1 -0.1 0.1

- Total charge: 0
- Relative energy (zero: lowest compared OMol25 entry of this formula, charge and spin): 19.09 kcal per mole
- HOMO energy: -9.79 eV
- HOMO-LUMO gap: 10.684 eV